(1)
The following is a quantum chemistry calculation of one molecule with the formula C3H4OS, from the Open Molecules 2025 dataset.

The geometry in XYZ format:
```
9
Properties=species:S:1:pos:R:3:forces:R:3
S 1.272929 -0.278348 1.195066 -2.563 0.616 -2.415
O -0.910663 0.604061 -1.958858 0.985 -0.368 0.972
C -0.087555 -0.074899 0.146877 4.459 -0.843 2.237
C 0.058092 0.552606 -1.207131 -1.296 1.041 -1.729
C -1.419745 -0.457789 0.517323 -2.132 -1.479 -2.676
H -1.549277 -0.933427 1.500070 0.040 0.580 -0.505
H -1.913302 0.504290 0.282131 -0.830 -0.509 0.811
H 0.953347 1.094220 -1.583512 0.215 -0.676 0.917
H -1.877090 -1.163505 -0.391289 1.123 1.639 2.387
```
Forces are in eV/Å.

Its structure (SMILES) is CC(=S)C=O. The energy relative to the best compared isomer or geometry (same formula, charge and spin) comes out at 33.39 kcal per mole. As for the charge: 0. Its maximum force is 0.0984 Eh/bohr. For the LUMO energy, the calculation gives -1.658 eV. As for the highest occupied orbital energy: -9.27 eV. Its total energy is -590.071435 hartree.

These are the natural (NBO) partial charges, in e, on atoms 1 to 8: atom 1 (S): 0.04, atom 2 (O): -0.50, atom 3 (C): -0.11, atom 4 (C): 0.33, atom 5 (C): -0.71, atom 6 (H): 0.26, atom 7 (H): 0.26, atom 8 (H): 0.16

(2)
The following is a quantum chemistry calculation of a 3-piece molecular cluster, C28H55BClF3N2O11PS2 overall, from the Open Molecules 2025 dataset.

The geometry in XYZ format:
```
104
Properties=species:S:1:pos:R:3:forces:R:3
Cl 2.755967 5.084558 1.245428 -0.074 0.024 -0.033
S 3.918370 -0.956163 -1.359561 -0.348 0.114 -0.114
S 1.052958 3.421914 5.293140 -0.130 -0.254 0.004
P 2.035535 0.797843 3.835547 0.206 0.040 0.457
F 1.663216 1.582834 7.135900 -0.408 0.080 -0.103
F -0.077977 1.096661 5.917761 -0.060 0.008 0.168
F -0.210991 2.644188 7.434929 0.230 -0.194 -0.130
O -0.207367 4.076498 5.067896 -0.017 0.100 -0.004
O 1.382665 2.657873 1.456421 -0.086 0.190 0.093
O 3.131758 0.513525 4.795294 -0.018 -0.024 -0.091
O 4.078588 -2.288452 -0.856656 0.135 -0.122 0.070
O -1.069935 -2.383157 2.391221 -0.405 -2.073 0.731
O 2.153095 4.091800 5.900047 0.123 0.165 0.041
O 2.364183 -0.723174 -1.644041 0.017 0.119 0.090
O 4.549574 -0.563209 -2.578177 0.143 -0.058 -0.066
O 2.730850 3.224266 3.303843 -0.156 -0.278 -0.360
O -0.612570 0.784742 2.585499 0.249 0.309 -0.085
O -1.242092 1.140108 -4.397245 0.211 0.044 0.273
N -0.690374 -3.430235 3.013845 0.769 -0.193 0.076
N -1.762754 1.852270 -5.315565 -0.284 -0.364 -0.274
C 3.483843 1.487442 -0.041805 0.100 -0.012 -0.092
C 1.484826 -4.056730 2.055471 0.105 0.015 0.013
C -3.431511 0.537000 -7.260335 0.027 0.050 0.019
C -0.530200 0.244078 0.158405 0.103 0.204 0.011
C -0.866042 -1.937030 4.941982 -0.050 0.077 0.096
C -3.792679 3.283221 -5.809721 0.093 -0.005 0.012
C 1.364196 -2.787751 4.209406 0.124 -0.086 -0.052
C -3.254638 1.993315 -5.177880 -0.040 0.286 -0.004
C -0.280816 -4.304238 5.357577 -0.066 -0.017 -0.107
C 0.295865 1.231328 -6.488275 0.012 -0.045 -0.027
C 0.565475 2.920570 2.568902 0.065 0.111 -0.148
C -1.912754 0.409655 -7.294783 -0.038 -0.097 -0.044
C -1.241044 2.859739 -7.568216 -0.003 0.015 0.079
C -1.485605 0.606428 -0.979910 -0.025 0.153 0.185
C 0.595909 2.083001 6.523057 0.181 0.194 0.067
C -0.119695 -3.136662 4.377398 -0.128 -0.089 0.188
C 2.136158 -3.835119 3.415030 -0.048 -0.034 0.014
C -3.913403 0.775006 -5.831935 -0.034 -0.104 -0.039
C 1.559075 2.598811 3.712638 0.243 0.073 -0.072
C -0.760570 2.197038 2.521529 -0.053 -0.087 0.164
C 4.302752 0.195778 -0.063610 0.118 0.216 0.123
C -0.607303 -4.335885 0.735918 0.010 -0.016 -0.026
C -1.193360 0.039556 1.526099 -0.341 0.041 -0.355
C -0.001103 -4.434440 2.131605 -0.138 -0.195 -0.006
C -0.208848 -5.877835 2.643505 -0.065 0.052 0.035
C -3.574370 2.041687 -3.689481 -0.112 -0.037 0.083
C -1.171733 1.601588 -6.673189 0.094 0.223 -0.082
C 3.921795 2.409330 1.109065 -0.063 -0.021 0.002
B 2.694210 3.237396 1.769924 0.115 0.000 0.266
H 2.201375 -4.776288 3.970540 -0.029 0.001 -0.007
H -1.297486 2.501341 1.616866 0.108 -0.046 -0.021
H 5.361515 0.417183 -0.227045 -0.037 -0.086 0.072
H 1.856888 -0.713404 -0.816533 -0.046 -0.055 -0.055
H 4.206001 -0.356379 0.874084 -0.008 0.018 -0.046
H -0.233699 3.213478 -7.785459 0.004 -0.037 -0.041
H -3.035049 2.854479 -3.202030 0.012 0.001 -0.013
H -0.958456 1.081959 -1.806480 -0.027 -0.155 -0.090
H -3.314067 1.116510 -3.183770 0.049 -0.005 -0.028
H 2.425579 1.249223 0.076683 0.041 -0.041 -0.032
H 3.161584 -3.491745 3.269861 0.017 -0.023 0.013
H -3.783498 3.275226 -6.896774 0.012 -0.014 -0.018
H -3.690735 -0.109665 -5.227743 0.047 0.032 0.025
H -4.996672 0.919832 -5.803984 -0.016 -0.034 -0.012
H -0.707145 -1.052477 4.336975 -0.079 0.073 -0.031
H 0.226343 1.025972 0.260630 -0.036 0.038 0.025
H -1.733248 2.652256 -8.519673 -0.034 -0.001 0.004
H 4.374186 1.807460 1.909899 -0.028 0.037 -0.045
H -0.795085 -6.445590 1.920872 0.049 -0.007 -0.025
H -4.829265 3.407072 -5.494483 -0.004 0.000 0.008
H -0.415257 -3.372192 0.273845 -0.003 0.030 -0.011
H -1.686035 -4.494246 0.770602 0.000 -0.008 0.003
H -1.553554 0.288681 -8.319913 -0.014 -0.032 -0.013
H -1.350603 2.515538 3.386264 -0.037 0.046 -0.045
H -1.759266 3.684871 -7.094749 0.010 0.020 0.030
H -0.157862 -5.117537 0.120211 -0.011 0.017 -0.005
H 0.741069 -6.395920 2.781822 0.009 0.021 0.026
H -3.765923 1.341671 -7.921878 0.014 0.026 0.017
H -1.624770 -0.492610 -6.746778 0.014 0.036 0.047
H -0.029307 -3.941650 6.354596 -0.005 0.016 -0.008
H -2.016929 -0.268875 -1.361499 -0.005 0.037 -0.004
H -2.268285 0.274076 1.468212 0.040 0.134 -0.051
H 0.377296 4.003123 2.634472 -0.165 -0.104 0.039
H 4.697319 3.093965 0.758138 0.036 -0.076 0.066
H 0.741526 1.123212 -7.479469 0.013 0.006 0.008
H 1.795730 -2.650522 5.203444 0.038 0.044 -0.014
H 0.417807 0.301175 -5.941363 0.000 0.007 0.025
H -3.228255 4.149295 -5.461763 -0.016 0.003 0.014
H -0.494981 -1.739653 5.948803 0.009 0.001 -0.005
H 0.372933 -5.146584 5.145551 0.019 -0.006 -0.020
H -0.000132 -0.679324 -0.107262 0.013 -0.048 0.007
H 0.827381 2.016120 -5.950170 -0.001 0.006 -0.002
H 1.446582 -1.824040 3.700494 -0.072 -0.181 -0.035
H -1.112277 -1.001740 1.847246 -0.088 1.811 -0.633
H -3.878679 -0.381603 -7.645373 -0.018 0.009 -0.029
H 0.885072 0.052042 4.048204 0.012 0.087 0.042
H 2.321795 0.551208 2.489470 -0.004 -0.003 -0.165
H 1.576332 -3.137786 1.468564 -0.037 0.017 0.001
H -1.313338 -4.657555 5.376117 -0.001 0.010 0.018
H 3.590468 1.993371 -1.005182 -0.090 -0.019 0.045
H -2.237356 1.319569 -0.621133 0.062 -0.054 -0.047
H -4.645507 2.215033 -3.567314 0.003 0.013 -0.020
H -1.942087 -2.110173 4.995965 0.010 -0.111 -0.004
H -0.752691 -5.918032 3.579810 -0.033 0.012 0.016
H 2.001593 -4.840317 1.495678 0.023 0.039 -0.017
```
Forces are in eV/Å.

As for the charge: -1. Its maximum force is 0.0435 Eh/bohr. For the LUMO energy (alpha / beta), the calculation gives 2.075 / 1.954 eV. As for the highest occupied orbital energy (alpha / beta): -6.43 / -6.43 eV. Its total energy is -3959.451213 hartree. As for the expectation value of S²: 2.01. The spin multiplicity is 3.

These are the Mulliken partial charges, in e, on atoms 1 to 8: atom 1 (Cl): -0.53, atom 2 (S): 1.26, atom 3 (S): 1.41, atom 4 (P): 1.24, atom 5 (F): -0.23, atom 6 (F): -0.16, atom 7 (F): -0.25, atom 8 (O): -0.68